Entry 1:
{
  "formula": "C3H5BrN3",
  "method": "the ωB97M-V functional and the def2-TZVPD basis",
  "symbols": ["H", "H", "H", "N", "N", "H", "N", "C", "C", "Br", "C", "H"],
  "coordinates": [[0.435, 3.525, 0.059], [-0.585, -1.390, 0.629], [-1.144, 1.286, 0.095], [-0.192, 1.312, 0.016], [1.863, 2.003, -0.045], [-0.182, -1.699, -1.121], [1.861, 0.689, 0.011], [0.181, -1.373, -0.062], [0.632, 2.386, 0.010], [3.446, -0.284, 0.000], [0.632, 0.185, -0.005], [1.195, -1.842, 0.240]],
  "atomic_forces_ev_per_a": [[-0.278, -2.389, -0.182], [-1.482, -0.843, 1.596], [-2.904, -0.016, 0.121], [3.916, -1.796, -0.110], [1.154, 1.466, 0.513], [0.876, 0.795, 1.944], [-0.726, -1.626, -0.552], [3.680, 2.392, -2.323], [0.223, 2.561, -0.045], [-0.384, 0.366, -0.041], [-1.861, -0.935, -0.530], [-2.213, 0.024, -0.391]],
  "mulliken_charge": [0.383, 0.343, 0.118, -0.042, -0.622, 0.300, 0.369, -0.812, 0.009, 0.203, 0.493, 0.257],
  "relative_energy_kj_mol": 73.6,
  "charge": 1,
  "largest_force_ev_per_a": 4.97,
  "total_energy_ev": -77696.122
}

Entry 2:
{
  "formula": "C3H5BrO2",
  "method": "the ωB97M-V functional and the def2-TZVPD basis",
  "symbols": ["O", "H", "H", "H", "Br", "C", "C", "C", "H", "O", "H"],
  "coordinates": [[1.786, 0.547, -0.087], [-0.733, 1.634, -0.551], [-0.928, -0.124, -1.051], [1.241, -1.106, -1.236], [-3.411, 0.362, 0.347], [0.501, 0.135, 0.441], [-0.809, 0.586, -0.202], [1.483, -0.789, -0.213], [2.226, -1.468, 0.233], [-1.700, 0.254, 0.845], [0.345, -0.032, 1.474]],
  "atomic_forces_ev_per_a": [[-0.810, 1.768, 0.735], [-0.581, -0.358, 0.453], [-0.510, 0.829, 0.155], [0.003, 0.081, 0.158], [-0.805, 0.071, -0.192], [1.382, -1.120, -1.149], [1.905, -1.436, -0.789], [-0.421, -1.074, -1.082], [-0.775, 0.182, 0.479], [0.024, 0.562, -0.013], [0.588, 0.494, 1.245]],
  "mulliken_charge": [-0.416, 0.317, 0.348, 0.159, 0.016, -0.058, -0.296, -0.320, 0.226, -0.346, 0.370],
  "relative_energy_kj_mol": 323.1,
  "largest_force_ev_per_a": 2.51,
  "total_energy_ev": -77325.938
}

Entry 3:
{
  "formula": "C3H5BrS",
  "method": "the ωB97M-V functional and the def2-TZVPD basis",
  "symbols": ["H", "H", "C", "C", "H", "Br", "H", "S", "H", "C"],
  "coordinates": [[0.350, -1.988, 0.545], [0.425, 1.086, -0.149], [-0.530, 1.591, 0.020], [1.252, -1.633, -0.031], [-2.637, 0.450, 0.826], [3.517, 0.236, -0.100], [1.594, -2.381, -0.757], [-1.608, 0.268, -0.139], [-0.602, 2.424, 0.792], [1.858, -0.518, 0.210]],
  "atomic_forces_ev_per_a": [[0.843, 0.907, -0.712], [0.251, 1.058, -0.192], [0.174, 0.102, 1.465], [-1.051, -1.688, 0.208], [1.236, 0.151, -1.132], [-0.389, -0.128, -0.237], [0.187, 0.288, 0.115], [-1.807, 0.167, 1.071], [-0.070, -1.335, -1.231], [0.626, 0.477, 0.644]],
  "mulliken_charge": [0.268, 0.021, -0.226, -0.263, 0.138, -0.057, 0.249, -0.185, 0.308, -0.252],
  "relative_energy_kj_mol": 474.7,
  "largest_force_ev_per_a": 2.11,
  "total_energy_ev": -84064.358
}

Entry 4:
{
  "formula": "C3H5BrS",
  "method": "the ωB97M-V functional and the def2-TZVPD basis",
  "symbols": ["H", "H", "C", "Br", "H", "C", "C", "H", "H", "S"],
  "coordinates": [[0.726, 1.361, -0.401], [3.416, -0.581, -1.161], [-1.097, 0.494, -0.007], [3.843, -0.103, 0.076], [-0.309, -1.584, 0.722], [-1.976, -0.478, -0.205], [-0.144, 1.387, 0.144], [0.050, 1.947, 1.135], [-2.905, -0.418, -0.736], [-1.605, -2.026, 0.433]],
  "atomic_forces_ev_per_a": [[1.667, 0.073, -1.879], [-0.206, -0.242, -0.612], [-0.760, 0.303, -0.620], [0.182, 0.240, 0.608], [-1.147, -0.930, -0.035], [1.130, 1.962, 0.128], [-1.249, -0.244, 3.465], [-0.984, -0.699, -1.599], [-0.264, 0.414, -0.207], [1.631, -0.876, 0.750]],
  "mulliken_charge": [0.272, 0.201, -0.017, -0.207, 0.153, -0.089, -0.633, 0.212, 0.331, -0.224],
  "relative_energy_kj_mol": 192.7,
  "largest_force_ev_per_a": 3.69,
  "total_energy_ev": -84067.281
}

Entry 5:
{
  "formula": "C3H5BrS",
  "method": "the ωB97M-V functional and the def2-TZVPD basis",
  "symbols": ["H", "C", "Br", "H", "S", "H", "C", "H", "C", "H"],
  "coordinates": [[0.191, -1.832, -0.972], [-1.883, 2.375, 0.147], [2.489, 0.269, 0.028], [1.992, -2.324, -0.441], [-1.598, 0.805, -0.091], [0.474, -2.711, 0.568], [0.908, -0.582, 0.471], [-1.250, 2.902, 0.953], [0.888, -1.931, -0.083], [-2.211, 3.028, -0.579]],
  "atomic_forces_ev_per_a": [[0.680, -0.195, 0.681], [3.557, -0.818, 2.040], [0.289, 0.311, -0.178], [-2.747, 0.747, 0.484], [-1.134, 0.609, 0.166], [-0.259, 0.514, 0.036], [-0.032, -0.180, 0.759], [-1.584, -0.787, -0.691], [2.567, -1.431, -1.719], [-1.338, 1.230, -1.578]],
  "mulliken_charge": [0.219, -0.357, -0.073, 0.293, -0.129, 0.278, -0.060, 0.208, -0.662, 0.285],
  "relative_energy_kj_mol": 463.4,
  "largest_force_ev_per_a": 4.18,
  "total_energy_ev": -84064.475
}

Entry 6:
{
  "formula": "C3H5BrSi",
  "method": "the ωB97M-V functional and the def2-TZVPD basis",
  "symbols": ["Br", "H", "H", "C", "C", "H", "C", "H", "Si", "H"],
  "coordinates": [[3.464, -0.097, 0.361], [0.908, 2.424, -1.066], [1.288, -0.757, 0.780], [0.147, 1.731, -0.873], [2.235, -1.415, 0.520], [-3.137, -0.094, 0.240], [-0.673, 0.994, -0.403], [-1.646, -1.357, -1.046], [-1.703, -0.412, 0.143], [-0.883, -1.018, 1.344]],
  "atomic_forces_ev_per_a": [[0.793, 0.619, -0.134], [0.470, 0.477, -0.484], [1.355, -1.204, -0.413], [0.045, 0.147, 0.538], [-2.100, 0.614, 0.516], [0.111, 0.136, 0.553], [-0.494, -0.394, 0.019], [0.052, 0.230, 0.715], [1.024, -1.148, -0.376], [-1.258, 0.523, -0.935]],
  "mulliken_charge": [0.022, 0.410, -0.065, 0.258, -0.013, -0.095, -0.741, -0.067, 0.355, -0.064],
  "relative_energy_kj_mol": 549.0,
  "largest_force_ev_per_a": 2.25,
  "total_energy_ev": -81105.653
}

Entry 7:
{
  "formula": "C3H5Cl",
  "method": "the ωB97M-V functional and the def2-TZVPD basis",
  "symbols": ["C", "C", "H", "H", "Cl", "H", "H", "H", "C"],
  "coordinates": [[-0.513, -0.763, -0.168], [0.765, -0.042, 0.424], [-0.174, 0.989, -1.222], [-0.301, -1.059, -1.223], [2.309, -0.005, -0.093], [0.608, -0.111, 1.513], [-1.114, 1.504, 0.279], [-1.148, -1.296, 0.552], [-0.432, 0.781, -0.062]],
  "atomic_forces_ev_per_a": [[1.737, 1.495, -0.103], [-6.555, 0.147, 3.036], [-0.709, 0.443, 2.696], [-0.902, -0.436, 1.216], [2.693, 0.036, -1.339], [0.942, -0.121, -0.350], [-0.466, 0.500, 1.338], [0.519, -0.153, -0.709], [2.741, -1.910, -5.784]],
  "mulliken_charge": [-0.524, -0.101, 0.169, 0.244, -0.179, 0.302, 0.336, 0.243, -0.490],
  "relative_energy_kj_mol": 144.9,
  "largest_force_ev_per_a": 7.23,
  "total_energy_ev": -15712.345
}

Entry 8:
{
  "formula": "C3H5Cl",
  "method": "the ωB97M-V functional and the def2-TZVPD basis",
  "symbols": ["H", "C", "H", "Cl", "H", "H", "C", "C", "H"],
  "coordinates": [[0.819, 2.464, -0.720], [0.893, 1.400, -0.068], [0.856, 2.108, 0.950], [0.161, -1.306, 0.369], [-1.621, 1.901, -0.416], [1.979, 0.921, -0.149], [-0.120, 0.319, -0.097], [-1.212, 0.712, -0.685], [-2.145, 0.221, -0.846]],
  "atomic_forces_ev_per_a": [[-0.162, -3.790, 0.649], [3.846, 3.967, 2.478], [0.309, -2.568, -1.720], [0.524, -0.019, -0.096], [2.037, -2.998, -1.624], [-2.181, 1.408, 0.173], [0.239, 1.335, -1.167], [-4.541, 3.896, 1.503], [-0.070, -1.231, -0.196]],
  "mulliken_charge": [0.263, -0.918, 0.234, -0.170, 0.155, 0.272, 0.546, -0.737, 0.355],
  "relative_energy_kj_mol": 225.0,
  "largest_force_ev_per_a": 6.17,
  "total_energy_ev": -15711.514
}